[1]
Density functional theory data (ωB97M-V/def2-TZVPD) for a structure of composition C40H43GeN3PtSSb2 at a distorted geometry.

Calculated values
* electronic energy: -130318.420 eV
* relative energy (zero: lowest compared OMol25 entry of this formula, charge and spin): 182.4 kJ/mol
* charge: 0
* highest occupied orbital energy: -0.2267 Eh
* maximum force: 4.670 eV Å⁻¹

Positions of all 91 atoms, in Å:
1 Pt 0.062 0.473 0.184
2 C 1.974 3.652 0.580
3 C 1.772 3.087 -0.790
4 C 2.734 3.181 -1.784
5 C 2.475 2.638 -3.036
6 C 1.230 2.072 -3.267
7 C 0.309 2.050 -2.236
8 N 0.587 2.506 -1.014
9 Sb -1.798 1.639 -2.566
10 C -2.343 2.025 -0.470
11 C -3.453 2.818 -0.273
12 C -3.949 3.012 1.011
13 C -3.282 2.391 2.062
14 C -2.171 1.614 1.812
15 C -1.412 0.930 2.904
16 N -1.707 1.433 0.556
17 C -1.705 -0.515 -2.252
18 C -1.833 -1.437 -3.274
19 C -1.942 -2.779 -2.932
20 C -1.951 -3.128 -1.590
21 C -1.786 -2.140 -0.630
22 C -1.758 -2.420 0.836
23 N -1.659 -0.859 -0.977
24 H 3.031 3.729 0.822
25 H 1.472 3.011 1.306
26 H 1.527 4.645 0.637
27 H 3.672 3.671 -1.575
28 H 3.219 2.678 -3.820
29 H 0.973 1.659 -4.232
30 H -3.948 3.262 -1.127
31 H -4.836 3.600 1.186
32 H -3.636 2.499 3.075
33 H -1.939 0.997 3.852
34 H -0.428 1.396 3.010
35 H -1.252 -0.120 2.654
36 H -1.848 -1.108 -4.304
37 H -2.040 -3.546 -3.687
38 H -2.102 -4.154 -1.287
39 H -1.858 -3.483 1.033
40 H -2.561 -1.877 1.334
41 H -0.798 -2.067 1.227
42 S 1.680 -1.154 -0.553
43 Sb 1.055 -4.457 -0.034
44 C 3.003 -4.691 -0.930
45 C 4.005 -3.836 -0.496
46 C 5.246 -3.834 -1.105
47 C 5.490 -4.675 -2.179
48 C 4.493 -5.525 -2.622
49 C 3.257 -5.536 -1.997
50 C 1.447 -5.455 1.858
51 C 2.718 -5.865 2.223
52 C 2.978 -6.294 3.514
53 C 1.965 -6.322 4.456
54 C 0.688 -5.923 4.100
55 C 0.438 -5.483 2.812
56 C 0.003 -6.013 -1.120
57 C -0.118 -5.866 -2.496
58 C -0.982 -6.669 -3.219
59 C -1.760 -7.611 -2.565
60 C -1.650 -7.758 -1.193
61 C -0.772 -6.964 -0.476
62 H 3.805 -3.156 0.321
63 H 6.019 -3.167 -0.751
64 H 6.454 -4.666 -2.669
65 H 4.672 -6.178 -3.465
66 H 2.490 -6.211 -2.353
67 H 3.521 -5.835 1.499
68 H 3.979 -6.593 3.793
69 H 2.171 -6.652 5.465
70 H -0.104 -5.936 4.838
71 H -0.560 -5.147 2.556
72 H 0.458 -5.104 -3.007
73 H -1.062 -6.548 -4.291
74 H -2.446 -8.231 -3.123
75 H -2.270 -8.478 -0.677
76 H -0.690 -7.085 0.595
77 C 2.723 0.873 3.765
78 Ge 2.966 -0.470 2.311
79 C 2.394 -2.238 3.025
80 C 4.913 -0.579 1.876
81 C 2.091 0.105 0.623
82 H 3.442 0.682 4.556
83 H 1.729 0.815 4.197
84 H 2.878 1.882 3.396
85 H 2.423 -2.230 4.111
86 H 3.060 -3.024 2.681
87 H 1.388 -2.497 2.710
88 H 5.470 -1.068 2.669
89 H 5.333 0.409 1.712
90 H 5.041 -1.150 0.961
91 H 2.706 0.867 0.134



[2]
Density functional theory data (ωB97M-V/def2-TZVPD) for a cluster of 3 separate species, C24H48BrF9O16P2Si2 in total at a distorted geometry.

Calculated values
* electronic energy: -187265.910 eV
* SMILES: C[C@H](O)CO[Si@](O)(O[Si@@](CCC(=O)O)(CCC(F)(F)C(F)(F)C(F)(F)C(F)(F)F)P(O)Br)P(=O)(O)O.COCCOCCOC.COCCOCCOC
* charge: 0
* highest occupied orbital energy: -0.3299 Eh
* maximum force: 1.421 eV Å⁻¹

Positions of all 102 atoms, in Å:
1 C 2.987 3.851 2.383
2 C 3.056 4.600 1.068
3 O 3.113 6.015 1.284
4 C 1.891 4.276 0.116
5 O 0.954 3.315 0.631
6 Si 1.005 1.787 0.097
7 O 2.548 1.315 -0.224
8 O 0.083 1.711 -1.250
9 Si -0.415 0.401 -2.172
10 C 0.214 -1.272 -1.625
11 C 1.739 -1.504 -1.692
12 C 2.016 -2.917 -2.137
13 O 2.365 -3.242 -3.245
14 O 1.724 -3.866 -1.200
15 C -2.289 0.453 -2.357
16 C -3.085 -0.847 -2.093
17 C -4.239 -0.694 -1.103
18 F -4.002 0.213 -0.118
19 F -5.345 -0.244 -1.779
20 C -4.704 -2.023 -0.438
21 F -5.917 -1.852 0.138
22 F -4.831 -2.921 -1.440
23 C -3.798 -2.658 0.673
24 F -2.485 -2.386 0.436
25 F -3.951 -3.997 0.607
26 C -4.143 -2.245 2.149
27 F -4.559 -0.990 2.242
28 F -3.048 -2.393 2.902
29 F -5.094 -3.044 2.618
30 P 0.376 0.667 -4.287
31 O 1.960 1.003 -4.021
32 Br -0.452 2.718 -4.618
33 P 0.278 0.584 1.868
34 O 0.616 1.349 3.086
35 O 0.913 -0.887 1.837
36 O -1.277 0.273 1.673
37 H 3.760 4.245 3.045
38 H 2.018 3.956 2.870
39 H 3.184 2.785 2.255
40 H 4.008 4.387 0.578
41 H 2.312 6.282 1.752
42 H 1.326 5.197 -0.031
43 H 2.263 3.971 -0.864
44 H 2.919 0.779 0.487
45 H -0.283 -1.978 -2.301
46 H -0.184 -1.514 -0.639
47 H 2.251 -0.806 -2.349
48 H 2.161 -1.378 -0.692
49 H 1.908 -3.530 -0.315
50 H -2.643 1.283 -1.743
51 H -2.492 0.761 -3.386
52 H -2.466 -1.688 -1.802
53 H -3.580 -1.154 -3.015
54 H 2.127 1.895 -3.692
55 H 0.266 -1.586 1.661
56 H -1.781 0.950 2.148
57 C -3.372 -6.295 3.102
58 O -4.202 -7.416 3.288
59 C -5.022 -7.283 4.434
60 C -6.139 -8.300 4.414
61 O -7.229 -7.937 3.584
62 C -7.058 -8.123 2.188
63 C -7.212 -9.557 1.738
64 O -6.023 -10.287 1.976
65 C -6.223 -11.675 1.848
66 H -2.710 -6.139 3.964
67 H -2.763 -6.481 2.219
68 H -3.967 -5.391 2.941
69 H -5.457 -6.275 4.474
70 H -4.413 -7.435 5.337
71 H -6.556 -8.353 5.421
72 H -5.750 -9.287 4.151
73 H -6.103 -7.718 1.847
74 H -7.861 -7.545 1.726
75 H -7.437 -9.572 0.661
76 H -8.052 -10.015 2.276
77 H -6.946 -12.042 2.586
78 H -5.265 -12.161 2.021
79 H -6.578 -11.938 0.844
80 C 5.025 8.348 -5.093
81 O 5.495 8.401 -3.768
82 C 4.543 7.901 -2.846
83 C 5.178 7.642 -1.500
84 O 5.892 6.416 -1.432
85 C 7.176 6.392 -2.032
86 C 8.253 7.046 -1.198
87 O 8.218 8.453 -1.346
88 C 8.994 9.105 -0.369
89 H 4.106 8.934 -5.217
90 H 5.798 8.768 -5.732
91 H 4.829 7.315 -5.404
92 H 4.108 6.967 -3.223
93 H 3.737 8.639 -2.724
94 H 4.375 7.537 -0.768
95 H 5.806 8.484 -1.201
96 H 7.157 6.825 -3.035
97 H 7.428 5.333 -2.120
98 H 9.235 6.672 -1.523
99 H 8.107 6.772 -0.145
100 H 8.613 8.905 0.639
101 H 8.936 10.173 -0.564
102 H 10.044 8.792 -0.418



Q: Among the records above, which one has the highest maximum force?
A: C40H43GeN3PtSSb2